Entry 1:
# C30H69N3O6

6 unconnected molecules or ions with the total composition C30H69N3O6 in a non-equilibrium geometry (ωB97M-V/def2-TZVPD, OMol25).

Each atom is followed by the atoms it is bonded to, with distances in Å.
Atoms and positions in Å:
1 C -3.85 1.79 0.19  C2 1.534, H12 1.113, H13 1.107, H14 1.099
2 C -4.67 2.99 0.67  C1 1.534, C3 1.516, C4 1.485, N10 1.474
3 C -6.10 2.81 0.20  C2 1.516, H15 1.059, H16 1.098, H17 1.046
4 C -4.75 3.05 2.15  C2 1.485, C5 1.492, H18 1.118, H19 1.072
5 C -3.60 3.70 2.84  C4 1.492, C6 1.515, H20 1.136, H21 1.081
6 C -3.32 5.09 2.30  C5 1.515, C7 1.512, H22 1.103, H23 1.083
7 C -3.03 5.05 0.82  C6 1.512, C8 1.585, C9 1.506, N10 1.503
8 C -2.88 6.52 0.24  C7 1.585, H24 1.117, H25 1.147, H26 1.100
9 C -1.70 4.37 0.59  C7 1.506, H27 1.081, H28 1.107, H29 1.092
10 N -4.20 4.31 0.22  C2 1.474, C7 1.503, O11 1.410
11 O -4.09 4.36 -1.19  N10 1.410, H30 0.948
12 H -4.59 0.95 0.15  C1 1.113
13 H -3.54 1.91 -0.86  C1 1.107
14 H -2.95 1.60 0.78  C1 1.099
15 H -6.56 1.94 0.59  C3 1.059
16 H -6.67 3.71 0.46  C3 1.098
17 H -6.27 2.86 -0.83  C3 1.046
18 H -5.70 3.62 2.26  C4 1.118
19 H -5.03 2.07 2.49  C4 1.072
20 H -3.93 3.74 3.93  C5 1.136
21 H -2.77 3.01 2.84  C5 1.081
22 H -2.51 5.48 2.93  C6 1.103
23 H -4.24 5.64 2.40  C6 1.083
24 H -1.97 6.98 0.68  C8 1.117
25 H -3.84 7.03 0.61  C8 1.147
26 H -2.74 6.44 -0.84  C8 1.100
27 H -0.97 4.86 1.21  C9 1.081
28 H -1.24 4.28 -0.42  C9 1.107
29 H -1.73 3.33 0.92  C9 1.092
30 H -3.37 3.81 -1.46  O11 0.948
31 C 3.43 -4.28 -3.15  C32 1.573, H42 1.089, H43 1.075, H44 1.082
32 C 2.72 -3.75 -1.84  C31 1.573, C33 1.499, C34 1.499, N40 1.507
33 C 1.25 -4.03 -1.94  C32 1.499, H45 1.058, H46 1.084, H47 1.115
34 C 3.28 -4.53 -0.69  C32 1.499, C35 1.527, H48 1.137, H49 1.091
35 C 4.67 -4.09 -0.22  C34 1.527, C36 1.531, H50 1.074, H51 1.119
36 C 4.60 -2.62 0.17  C35 1.531, C37 1.487, H52 1.092, H53 1.106
37 C 4.10 -1.70 -0.89  C36 1.487, C38 1.513, C39 1.584, N40 1.440
38 C 3.79 -0.35 -0.28  C37 1.513, H54 1.122, H55 1.022, H56 1.087
39 C 5.33 -1.50 -1.87  C37 1.584, H57 1.058, H58 1.090, H59 1.096
40 N 2.95 -2.30 -1.50  C32 1.507, C37 1.440, O41 1.478
41 O 2.23 -1.40 -2.42  N40 1.478, H60 1.003
42 H 4.51 -4.22 -3.03  C31 1.089
43 H 3.27 -5.32 -3.37  C31 1.075
44 H 3.08 -3.79 -4.04  C31 1.082
45 H 1.02 -5.02 -1.66  C33 1.058
46 H 0.71 -3.35 -1.29  C33 1.084
47 H 0.79 -3.85 -2.94  C33 1.115
48 H 2.43 -4.65 0.06  C34 1.137
49 H 3.43 -5.53 -1.08  C34 1.091
50 H 5.01 -4.63 0.64  C35 1.074
51 H 5.51 -4.27 -0.94  C35 1.119
52 H 5.56 -2.35 0.62  C36 1.092
53 H 3.88 -2.63 1.01  C36 1.106
54 H 4.68 0.14 0.19  C38 1.122
55 H 3.18 -0.35 0.54  C38 1.022
56 H 3.41 0.25 -1.11  C38 1.087
57 H 6.08 -0.91 -1.40  C39 1.058
58 H 5.14 -0.87 -2.74  C39 1.090
59 H 5.69 -2.45 -2.27  C39 1.096
60 H 2.87 -1.17 -3.16  O41 1.003
61 C -1.74 -3.88 1.73  C62 1.458, H72 1.116, H73 1.056, H74 1.069
62 C -2.07 -2.50 1.44  C61 1.458, C63 1.483, C64 1.525, N70 1.545
63 C -2.38 -2.35 0.00  C62 1.483, H75 1.063, H76 1.113, H77 1.075
64 C -3.26 -2.15 2.34  C62 1.525, C65 1.568, H78 1.092, H79 1.104
65 C -2.83 -1.93 3.83  C64 1.568, C66 1.536, H80 1.055, H81 1.087
66 C -1.63 -0.98 3.94  C65 1.536, C67 1.523, H82 1.080, H83 1.112
67 C -0.41 -1.36 3.10  C66 1.523, C68 1.516, C69 1.497, N70 1.478
68 C 0.55 -0.19 3.06  C67 1.516, H84 1.125, H85 1.053, H86 1.082
69 C 0.29 -2.54 3.68  C67 1.497, H87 1.116, H88 1.064, H89 1.085
70 N -0.94 -1.48 1.72  C62 1.545, C67 1.478, O71 1.525
71 O 0.24 -2.14 1.02  N70 1.525, H90 0.976
72 H -2.49 -4.52 1.20  C61 1.116
73 H -0.79 -4.19 1.37  C61 1.056
74 H -1.89 -4.12 2.76  C61 1.069
75 H -3.28 -2.86 -0.24  C63 1.063
76 H -2.43 -1.25 -0.18  C63 1.113
77 H -1.62 -2.76 -0.64  C63 1.075
78 H -3.71 -1.21 2.02  C64 1.092
79 H -3.96 -3.01 2.32  C64 1.104
80 H -3.66 -1.58 4.38  C65 1.055
81 H -2.53 -2.83 4.37  C65 1.087
82 H -1.31 -0.84 4.96  C66 1.080
83 H -1.98 0.05 3.72  C66 1.112
84 H 1.41 -0.35 2.35  C68 1.125
85 H 0.97 0.09 3.98  C68 1.053
86 H 0.10 0.71 2.65  C68 1.082
87 H 0.65 -2.29 4.70  C69 1.116
88 H 1.19 -2.81 3.17  C69 1.064
89 H -0.33 -3.43 3.72  C69 1.085
90 H 0.59 -1.42 0.47  O71 0.976
91 C 4.08 2.58 -1.85  O92 1.428, H93 1.069, H94 1.128, H95 1.078
92 O 2.72 2.59 -2.27  C91 1.428, H96 0.972
93 H 4.21 2.86 -0.83  C91 1.069
94 H 4.53 1.56 -2.01  C91 1.128
95 H 4.67 3.21 -2.49  C91 1.078
96 H 2.08 2.10 -1.71  O92 0.972
97 C -0.18 0.89 -2.84  O98 1.423, H99 1.103, H100 1.065, H101 1.145
98 O 0.69 0.91 -1.72  C97 1.423, H102 0.943
99 H -1.15 0.43 -2.57  C97 1.103
100 H -0.41 1.86 -3.20  C97 1.065
101 H 0.29 0.41 -3.76  C97 1.145
102 H 1.18 0.11 -1.78  O98 0.943
103 C 3.63 1.49 -5.71  O104 1.451, H105 1.149, H106 1.119, H107 1.088
104 O 2.95 0.81 -4.63  C103 1.451, H108 0.958
105 H 2.79 1.76 -6.45  C103 1.149
106 H 4.05 2.47 -5.38  C103 1.119
107 H 4.46 0.92 -6.13  C103 1.088
108 H 2.86 1.41 -3.90  O104 0.958

## Properties
* SMILES string: CC1(C)CCCC(C)(C)N1O.CC1(C)CCCC(C)(C)N1O.CC1(C)CCCC(C)(C)N1O.CO.CO.CO
* DFT total energy: -1799.90476 Eh
* energy relative to the best compared isomer or geometry (same formula, charge and spin): 540.4 kJ/mol
* strongest force on any atom: 3.1 eV/A
* frontier orbital gap: 9.04 eV
* HOMO: -8.41 eV


Entry 2:
# C30H69N6O6

12 unconnected molecules or ions with the total composition C30H69N6O6 in a non-equilibrium geometry (ωB97M-V/def2-TZVPD, OMol25).

Each atom is followed by the atoms it is bonded to, with distances in Å.
Atoms and positions in Å:
1 C -1.68 2.64 1.53  C2 1.542, H10 1.054, H11 1.120, H12 1.142
2 C -1.41 1.16 1.18  C1 1.542, C3 1.542, H13 0.997, H14 0.992
3 C -0.38 1.10 0.04  C2 1.542, N4 1.513, H15 1.042, H16 1.104
4 N -0.05 -0.28 -0.50  C3 1.513, C5 1.512, C6 1.474, C9 1.473
5 C -1.31 -0.80 -1.14  N4 1.512, H17 1.167, H18 1.082, H19 1.046
6 C 0.33 -1.26 0.54  N4 1.474, C7 1.465, H20 1.170, H21 1.086
7 C 1.13 -2.30 -0.11  C6 1.465, C8 1.608, H22 0.956, H23 1.107
8 C 1.91 -1.45 -1.23  C7 1.608, C9 1.527, H24 1.223, H25 1.222
9 C 1.13 -0.15 -1.38  N4 1.473, C8 1.527, H26 1.066, H27 1.013
10 H -0.99 3.05 2.22  C1 1.054
11 H -2.68 2.72 2.03  C1 1.120
12 H -1.63 3.44 0.72  C1 1.142
13 H -2.30 0.84 0.88  C2 0.997
14 H -1.22 0.68 2.03  C2 0.992
15 H 0.34 1.66 0.55  C3 1.042
16 H -0.50 1.83 -0.79  C3 1.104
17 H -2.15 -1.24 -0.46  C5 1.167
18 H -0.98 -1.68 -1.69  C5 1.082
19 H -1.60 -0.09 -1.84  C5 1.046
20 H -0.46 -1.65 1.31  C6 1.170
21 H 0.92 -0.86 1.36  C6 1.086
22 H 0.60 -2.87 -0.66  C7 0.956
23 H 1.99 -2.74 0.42  C7 1.107
24 H 1.90 -2.13 -2.25  C8 1.223
25 H 3.06 -1.04 -1.14  C8 1.222
26 H 0.93 -0.18 -2.43  C9 1.066
27 H 1.74 0.63 -1.19  C9 1.013
28 C 5.29 2.27 1.24  C29 1.516, H31 1.058, H32 1.177, H33 0.965
29 C 4.96 1.57 -0.06  C28 1.516, N30 1.212
30 N 4.54 1.01 -1.05  C29 1.212
31 H 4.79 1.85 2.08  C28 1.058
32 H 6.47 2.30 1.23  C28 1.177
33 H 4.90 3.15 1.16  C28 0.965
34 C -1.80 3.67 -3.27  C35 1.449, H37 1.016, H38 1.114, H39 0.975
35 C -1.64 2.32 -3.78  C34 1.449, N36 1.144
36 N -1.54 1.25 -4.17  C35 1.144
37 H -1.42 4.22 -4.03  C34 1.016
38 H -2.88 3.91 -3.29  C34 1.114
39 H -1.32 3.96 -2.47  C34 0.975
40 C 2.72 3.21 -3.18  C41 1.561, H43 0.974, H44 1.117, H45 1.026
41 C 2.17 3.40 -1.73  C40 1.561, N42 1.125
42 N 1.93 3.55 -0.64  C41 1.125
43 H 3.49 3.81 -3.19  C40 0.974
44 H 3.12 2.25 -3.59  C40 1.117
45 H 1.83 3.37 -3.66  C40 1.026
46 C -4.58 -3.12 1.67  C47 1.565, H49 1.013, H50 1.014, H51 1.159
47 C -3.34 -2.52 2.41  C46 1.565, N48 1.140
48 N -2.46 -2.04 2.95  C47 1.140
49 H -5.40 -3.45 2.17  C46 1.013
50 H -5.03 -2.46 1.05  C46 1.014
51 H -4.29 -3.63 0.66  C46 1.159
52 C -1.47 -4.67 -3.20  C53 1.469, H55 1.127, H56 1.145, H57 0.996
53 C -1.63 -4.38 -1.77  C52 1.469, N54 1.158
54 N -1.76 -4.16 -0.64  C53 1.158
55 H -2.29 -5.25 -3.71  C52 1.127
56 H -1.24 -3.76 -3.84  C52 1.145
57 H -0.67 -5.25 -3.11  C52 0.996
58 C -3.75 5.72 0.61  C59 1.512, H61 1.059, H62 1.058, H63 1.095
59 C -3.76 6.09 -0.86  C58 1.512, O60 1.429, H64 1.046, H65 1.085
60 O -2.49 6.11 -1.50  C59 1.429, H66 0.935
61 H -3.10 6.36 1.16  C58 1.059
62 H -3.60 4.68 0.68  C58 1.058
63 H -4.74 5.69 1.07  C58 1.095
64 H -4.25 6.98 -1.11  C59 1.046
65 H -4.38 5.39 -1.41  C59 1.085
66 H -2.05 6.92 -1.62  O60 0.935
67 C -5.15 1.06 2.50  C68 1.519, H70 1.008, H71 1.070, H72 1.085
68 C -5.67 2.42 2.09  C67 1.519, O69 1.374, H73 1.234, H74 1.071
69 O -5.88 3.12 3.26  C68 1.374, H75 0.788
70 H -5.80 0.36 2.82  C67 1.008
71 H -4.37 0.88 3.21  C67 1.070
72 H -4.78 0.54 1.61  C67 1.085
73 H -6.72 2.31 1.45  C68 1.234
74 H -4.86 2.82 1.52  C68 1.071
75 H -6.14 3.83 3.03  O69 0.788
76 C 4.27 -1.60 2.39  C77 1.487, H79 1.201, H80 1.049, H81 1.065
77 C 3.38 -2.20 3.43  C76 1.487, O78 1.410, H82 1.062, H83 1.198
78 O 2.11 -1.59 3.45  C77 1.410, H84 0.987
79 H 4.74 -0.56 2.76  C76 1.201
80 H 3.88 -1.42 1.44  C76 1.049
81 H 5.03 -2.31 2.16  C76 1.065
82 H 3.68 -2.32 4.44  C77 1.062
83 H 3.15 -3.33 3.11  C77 1.198
84 H 1.49 -2.08 4.04  O78 0.987
85 C 1.18 -6.25 -0.62  C86 1.578, H88 1.107, H89 1.030, H90 1.252
86 C 1.10 -5.56 0.79  C85 1.578, O87 1.533, H91 1.071, H92 1.030
87 O 1.38 -6.68 1.81  C86 1.533, H93 0.958
88 H 0.23 -6.77 -0.85  C85 1.107
89 H 1.80 -7.02 -0.93  C85 1.030
90 H 1.43 -5.43 -1.54  C85 1.252
91 H 0.26 -4.96 1.05  C86 1.071
92 H 1.94 -5.03 1.08  C86 1.030
93 H 1.10 -6.14 2.55  O87 0.958
94 C 1.89 -1.84 -5.24  C95 1.483, H97 1.188, H98 1.034, H99 1.195
95 C 2.63 -3.12 -5.08  C94 1.483, O96 1.392, H100 1.044, H101 1.113
96 O 2.06 -3.81 -4.01  C95 1.392, H102 1.015
97 H 2.32 -1.43 -6.27  C94 1.188
98 H 2.15 -1.14 -4.53  C94 1.034
99 H 0.73 -2.09 -5.28  C94 1.195
100 H 3.58 -2.81 -4.79  C95 1.044
101 H 2.71 -3.79 -5.96  C95 1.113
102 H 2.77 -4.48 -3.72  O96 1.015
103 C 2.08 3.16 4.16  C104 1.504, H106 1.159, H107 1.088, H108 0.981
104 C 2.58 1.75 3.99  C103 1.504, O105 1.480, H109 1.130, H110 1.051
105 O 2.15 0.95 2.82  C104 1.480, H111 1.044
106 H 2.00 3.59 5.23  C103 1.159
107 H 1.06 3.18 3.79  C103 1.088
108 H 2.59 3.72 3.53  C103 0.981
109 H 2.16 1.13 4.84  C104 1.130
110 H 3.61 1.60 3.89  C104 1.051
111 H 2.16 0.01 3.28  O105 1.044

## Properties
* DFT total energy: -1963.64511 Eh
* net charge: +1
* energy relative to the best compared isomer or geometry (same formula, charge and spin): 0.0 kJ/mol
* strongest force on any atom: 17.1 eV/A
* frontier orbital gap: 10.26 eV
* HOMO: -11.82 eV